Record 1
# C37H76N6O11

A cluster of 12 separate species, C37H76N6O11 in total (wB97M-V/def2-TZVPD, the OMol25 dataset).

Structure (XYZ):
```
130
Properties=species:S:1:pos:R:3:mulliken_charge:R:1
O -1.1234 0.1968 -1.4764 -0.091
O -2.7810 1.8281 3.0354 -0.579
O -0.4870 3.6088 -5.5307 -0.601
O 3.3195 2.2745 -0.3938 -0.225
O 3.8011 -0.8479 5.0283 -0.633
O 0.7862 4.5754 1.0338 -0.811
O -3.9760 -2.2027 0.9697 -0.521
O -0.3017 -3.8911 -2.1879 -0.555
O -5.8105 -0.6869 -3.4855 -0.720
O 0.9413 -2.0315 1.1280 0.344
O 3.8599 -1.3365 -3.6368 -0.730
N -2.0774 1.1345 5.0805 -0.022
N 1.7320 2.9672 3.1399 0.414
N -3.6645 0.0357 -3.3807 0.046
N -1.9308 -5.1897 -3.1356 -0.138
N -0.3595 4.5135 -0.9193 0.012
N 2.1267 -2.8364 -3.4885 0.350
C -4.8480 -0.2789 -2.8421 0.740
C -2.5381 -3.0377 -2.2651 -0.627
C 0.8125 4.7120 -1.7486 -0.770
C -1.6657 0.1621 0.8532 2.373
C 0.5174 1.1538 -0.0694 2.011
C 1.5229 2.3872 -5.3272 -1.084
C 2.5993 -3.8428 -4.4016 -0.871
C -0.4842 2.0194 -3.7466 0.623
C 1.9074 -3.8518 -0.0310 -0.885
C -3.9600 2.6601 4.9160 -1.357
C 3.3000 2.0148 4.4040 -0.711
C 3.5274 -1.0105 2.6910 -0.687
C -1.4644 -4.0755 -2.5351 0.302
C 1.2439 2.9048 4.3954 -0.248
C 4.6016 3.9843 -1.4342 -1.165
C -3.5458 -2.3120 2.0978 0.692
C 1.5323 -0.8636 4.3531 1.202
C 3.0262 -0.9384 4.1054 0.171
C 1.2006 -3.2196 1.1486 0.699
C -3.9876 -1.3476 3.1694 -0.664
C -2.8868 1.8256 4.2572 0.657
C -0.2754 4.5439 0.4245 0.709
C 2.0240 -0.8245 -2.2059 0.351
C -1.6025 4.4201 1.1664 -0.986
C -2.4042 -3.2405 2.3921 -0.386
C 4.2999 2.5669 -1.0383 0.882
C 2.9610 2.3444 3.1075 -0.441
C 2.2065 2.3595 5.2321 -1.087
C -3.3257 -0.1413 -4.7859 -0.857
C -1.0413 0.2164 4.6720 -1.431
C 0.1052 2.7504 -4.9072 0.468
C 5.3088 1.5181 -1.4557 -1.298
C 0.8733 -4.1052 2.3113 -1.634
C -0.7947 0.4591 -0.3395 0.041
C 2.7743 -1.6858 -3.2003 0.109
C -1.0304 -6.2628 -3.5636 -0.557
C -4.9545 -0.0009 -1.3513 -0.290
H -1.1076 -0.5454 1.4773 -0.608
H -0.0903 -5.7967 -3.8437 -0.034
H 0.9797 -1.0783 3.4337 -0.497
H -2.9139 -5.3765 -3.0527 0.250
H -1.3253 -0.8243 4.8286 0.449
H 5.1775 4.4647 -0.6370 0.347
H 0.9694 -1.0899 -2.1444 -0.168
H 1.6381 2.5523 -6.4000 0.393
H -3.0303 -3.2721 -1.3172 0.485
H -4.9682 2.3262 4.6795 0.267
H 1.2550 3.3524 2.3225 0.093
H 1.4576 5.4484 -1.2560 0.391
H -0.7058 0.4000 3.6527 0.191
H -2.2366 -3.8992 1.5468 0.306
H -0.1521 0.4378 5.2672 0.939
H 0.6860 -3.5800 3.2457 0.177
H -2.1439 1.3270 6.0634 0.248
H 5.2756 4.0063 -2.2922 0.401
H 2.5793 -3.4551 -5.4281 0.337
H 0.8054 1.7768 -0.9172 -1.431
H -3.1304 -0.8662 3.6361 -0.299
H -1.5299 -2.6323 2.6384 -0.324
H -4.2047 0.0533 -5.3941 0.394
H -2.9796 -1.1626 -4.9405 0.182
H -3.8117 2.6725 5.9975 0.416
H 1.1828 -4.4734 -0.5537 0.277
H 4.5854 -0.7461 2.7398 0.421
H 2.4309 -1.0122 -1.2073 -0.401
H -0.0526 -4.6137 2.0312 0.332
H -1.4025 3.9816 2.1412 -0.030
H 5.3835 1.5599 -2.5438 0.421
H 2.3436 2.9673 -4.9032 0.214
H -4.7238 -0.6621 2.7668 0.287
H -2.0665 -2.0660 -2.1082 -0.270
H 0.4928 1.8484 0.7671 0.128
H -2.5695 0.5900 -5.0568 0.285
H 6.2631 1.7989 -1.0073 0.407
H 2.0756 2.2846 6.2987 0.385
H -1.4731 2.4326 -3.5304 0.240
H -2.3107 3.8031 0.6183 0.371
H 1.6919 1.3209 -5.1505 0.277
H -2.5876 -0.2539 0.4694 -1.544
H 1.2778 0.3760 -0.0216 -0.585
H 3.7147 4.5862 -1.6085 0.136
H -4.9672 1.0865 -1.2461 0.306
H 0.2661 3.2846 4.6510 0.558
H -3.2566 -2.8961 -3.0703 0.501
H 1.2478 -2.9824 -3.0046 -0.052
H -1.9847 5.4250 1.3521 0.456
H 2.8757 -0.4754 2.0055 -0.197
H 4.9717 0.5312 -1.1567 0.155
H 0.0762 2.3392 -2.8625 -0.734
H 1.6777 -4.8175 2.4901 0.447
H 2.7565 -4.4241 0.3478 0.569
H -1.2471 4.6710 -1.3624 0.298
H 2.2686 -3.0739 -0.6913 -0.190
H -1.7795 1.0326 1.5028 -0.115
H -2.5923 -3.7813 3.3251 0.438
H -1.4443 -6.8036 -4.4077 0.342
H 1.4679 3.8399 -1.8218 -0.138
H 3.5846 -4.2692 -4.2300 0.322
H 1.8244 -4.6109 -4.4311 0.126
H 1.2398 -1.6112 5.0881 0.608
H -4.1207 -0.4273 -0.8029 -0.475
H -5.8886 -0.4041 -0.9752 0.346
H 2.2104 0.2290 -2.3990 0.558
H 1.3140 0.1767 4.6021 -1.154
H -2.9606 0.3397 -2.7193 -0.032
H 4.2330 1.5530 4.6838 0.602
H 0.5451 5.0825 -2.7342 0.426
H -0.8361 -6.9272 -2.7216 0.280
H -4.4463 -1.9927 3.9304 0.546
H 3.4271 2.2915 2.1352 0.398
H 3.6115 -2.0377 2.3136 0.428
H -3.9085 3.6751 4.5234 0.289
H -0.5049 0.9409 -3.8507 0.299
```

- frontier orbital gap (eV) = 8.154
- ΔE to the lowest compared entry with this formula, charge and spin (kJ/mol) = 77.88
- SMILES = c1cc[nH]c1.CNC(C)=O.CNC(C)=O.CNC(C)=O.CNC(C)=O.CNC(C)=O.CC(C)=O.CC(C)=O.CC(C)=O.CC(C)=O.CC(C)=O.CC(C)=O
- spin multiplicity = 1

Record 2
# C37H77N4O5

A cluster of 5 separate species, C37H77N4O5 in total (wB97M-V/def2-TZVPD, the OMol25 dataset).

Structure (XYZ):
```
123
Properties=species:S:1:pos:R:3:mulliken_charge:R:1
O 0.4308 0.7355 0.8180 0.197
O -0.6631 -1.0374 1.8172 -0.560
O 0.1859 3.9144 -0.0917 -0.411
O 0.1475 -0.9796 -3.4374 -0.157
O 0.0420 -1.1810 -0.1794 -0.216
N -4.4960 -1.1587 -4.5659 0.314
N 2.7954 -1.0701 3.9500 0.579
N -0.1244 3.5565 1.1354 1.239
N 1.3319 -0.5345 -3.0638 1.011
C 1.8280 -2.9545 -2.3946 -1.754
C -2.4667 -3.6245 -0.4358 -0.812
C -5.6642 -1.3771 -5.5573 -0.648
C 2.6199 1.1862 -1.9631 -0.426
C -2.2526 2.6074 0.2266 -1.540
C 0.8896 3.8592 2.1979 1.580
C 4.0876 -1.0142 4.7806 -0.508
C -0.5364 -2.8214 7.3884 -1.307
C 1.1989 -1.9726 5.7035 -0.559
C 3.4546 -1.1669 -1.7742 -1.056
C 3.1349 0.0515 2.8980 0.594
C -1.0443 3.1527 3.8670 -1.141
C 3.8682 0.3171 -2.0493 -1.154
C 2.0409 1.3253 -4.4473 -1.558
C 2.9874 -1.8583 -4.2221 -1.546
C -5.2166 -0.9275 -6.9561 -0.661
C 4.6218 0.0110 2.6304 -0.519
C -3.3991 -2.1779 -2.3882 0.398
C 2.8007 -2.4646 3.2631 -1.151
C -4.6594 -2.0988 -3.3581 -1.171
C -2.3561 4.7281 1.4873 -1.719
C 0.8738 5.3845 2.3824 -1.413
C -0.0821 -1.5949 6.5066 -0.580
C -3.6622 -1.1029 -6.8691 -0.678
C 1.5761 0.9216 -3.0184 1.664
C 0.4679 3.1125 3.4888 -0.740
C -4.1710 0.2591 -4.1101 -0.792
C -1.8511 2.6224 2.6920 -0.974
C -3.2791 -1.5465 -5.4666 -0.446
C -3.6329 -3.2514 -1.3301 -0.692
C 2.2571 3.3405 1.6427 -1.579
C 1.4351 -0.8200 4.7123 -0.624
C -1.6404 3.4132 1.4131 1.377
C 5.2440 -0.6158 3.8857 -1.066
C 0.2340 1.5766 -2.5634 -1.815
C 0.0123 -0.4403 0.8105 -0.523
C 2.3991 -1.6193 -2.8396 1.553
H 4.3118 -1.8366 -1.7043 0.417
H 3.6922 -1.0666 -4.4706 0.322
H 1.9761 2.4104 -4.5400 0.470
H 2.2387 1.0595 -0.9474 -0.485
H 3.0730 1.0509 -4.6629 0.332
H -3.8862 -4.1782 -1.8494 0.364
H -3.1715 -0.1471 -7.0538 0.349
H 2.2153 2.3013 1.3154 -0.056
H -3.3787 -2.6314 -5.4047 0.458
H -3.2501 -1.8401 -7.5566 0.427
H 0.6186 2.0834 3.1489 -0.142
H -2.8990 2.6541 2.9909 0.628
H -5.9018 -2.4401 -5.5978 0.352
H 2.2184 -1.8892 -4.9964 0.321
H 4.8627 -0.5737 1.7423 0.239
H -0.8878 -1.4651 5.7826 0.238
H 0.8401 -2.7709 5.0549 0.344
H 1.3964 5.6666 3.2957 0.374
H 0.3054 -3.2156 7.9581 0.358
H 5.9166 0.1211 4.3241 0.320
H 4.0306 -0.1642 5.4592 0.385
H 1.5041 1.0144 -5.3442 0.305
H 0.0188 -0.7246 7.1540 0.445
H 1.0990 -3.3809 -3.0840 0.475
H -6.5850 -0.9122 -5.2062 0.476
H -2.2900 -1.2708 -5.1072 0.181
H -4.4744 -2.9660 -0.6984 0.370
H -3.1666 -1.2529 -1.8560 0.096
H 3.7894 -2.6096 2.8270 0.557
H -2.2194 3.1149 -0.7367 0.440
H 2.7780 2.2662 -1.9622 0.688
H 2.5031 3.8838 0.7308 0.575
H -3.4422 4.6591 1.4496 0.432
H -1.6711 -4.2211 -0.8785 0.347
H 5.0794 0.9793 2.4293 0.476
H 1.3982 -3.0116 -1.3943 0.141
H 2.6817 0.9424 3.3301 0.218
H -5.5824 0.0833 -7.1345 0.325
H -4.7870 -3.1089 -3.7459 0.379
H 0.2860 2.6646 -2.5358 0.415
H -2.5188 -2.2785 -3.0258 0.143
H -2.1181 5.2714 0.5709 0.426
H 2.7173 -3.2675 3.9927 0.390
H -1.2251 -2.3944 8.1172 0.382
H 4.2326 -2.0232 5.1607 0.493
H 1.3574 5.8448 1.5199 0.401
H 2.6020 -0.1775 1.9749 -0.756
H -4.0672 0.8781 -4.9998 0.454
H -1.8328 1.6017 0.2042 0.005
H 3.0602 3.4363 2.3726 0.430
H 3.3560 -2.8750 -4.3527 0.451
H 4.5056 0.5702 -1.2014 0.522
H 1.3186 0.1766 5.1366 0.545
H -3.2928 0.3156 -3.4699 0.172
H -5.5255 -1.8527 -2.7446 0.413
H -0.0937 5.8843 2.4102 0.355
H -3.3152 2.4306 0.3978 0.506
H 2.6083 -3.7155 -2.3554 0.529
H -0.0478 1.2153 -1.5743 0.230
H -1.1332 2.4905 4.7269 0.544
H 2.0712 -2.5270 2.4572 0.177
H -2.0908 -2.6918 -0.0126 -0.190
H -1.5760 1.5718 2.5874 -0.030
H -4.9979 0.6209 -3.4987 0.318
H -0.8090 -1.7915 1.2227 0.293
H 5.9389 -1.4224 3.6512 0.384
H -1.0088 -3.6297 6.8329 0.348
H 1.1897 3.2312 4.2958 0.664
H -0.5350 1.3126 -3.2886 0.396
H 0.6731 -0.9631 3.9455 0.104
H -2.8528 -4.1343 0.4475 0.445
H 2.0186 -2.1764 6.3906 0.375
H -2.0321 5.2790 2.3686 0.350
H 4.4363 0.4681 -2.9664 0.477
H 3.0183 -1.2921 -0.7817 0.082
H -1.3388 4.1792 4.0870 0.437
H -5.7006 -1.5082 -7.7400 0.364
```

- total charge = +3
- frontier orbital gap (eV) = 5.900
- spin multiplicity = 1